Record 1
A 2-piece molecular cluster, C4H12 overall. Source: OMol25; level of theory: ωB97M-V with the def2-TZVPD basis set.

Positions of all 16 atoms, in Å:
C1 0.041986 -0.807984 -1.938798
C2 -1.415842 -0.667353 -1.456725
H1 0.747701 -0.267732 -1.309465
H2 0.376389 -1.849296 -1.962701
H3 0.058900 -0.513554 -2.976777
H4 -1.999277 -1.425146 -1.959284
H5 -1.749774 0.326803 -1.737194
H6 -1.566387 -0.765598 -0.386525
C3 0.545805 0.084485 2.042421
C4 0.825545 1.438414 1.365358
H7 -0.456865 -0.297037 1.877480
H8 1.244118 -0.685910 1.728004
H9 0.681606 0.118724 3.120720
H10 -0.097769 1.899882 1.037703
H11 1.314382 2.108243 2.068314
H12 1.449483 1.303061 0.487469

Atomic forces in eV per Å
C -0.441 -0.735 0.477
C 0.811 0.115 -0.215
H 0.002 0.259 -0.290
H -0.118 -0.017 0.283
H 0.380 0.505 -0.248
H -0.465 -0.019 -0.105
H -0.364 0.047 -0.043
H 0.199 -0.152 0.156
C 0.263 -0.124 0.238
C -0.187 -0.554 0.298
H -0.126 0.037 -0.195
H 0.061 -0.086 -0.273
H -0.112 0.253 0.157
H -0.157 0.201 -0.027
H 0.119 0.136 -0.154
H 0.136 0.134 -0.058

Properties
HOMO-LUMO gap = 13.01 eV
SMILES string = CC.CC
relative energy (zero: lowest compared OMol25 entry of this formula, charge and spin) = 0.192 eV
strongest force on any atom = 1.0 eV/Å
energy = -4342.337 eV
spin multiplicity = 1
charge = 0
highest occupied orbital energy = -11.819 eV

Record 2
C44H52BN11P2Se2Sn as an isolated structure. Source: OMol25; level of theory: ωB97M-V with the def2-TZVPD basis set.

Positions of all 113 atoms, in Å:
Sn1 0.605468 -1.182546 -1.356256
C1 1.451019 -0.129646 -4.872153
C2 0.640347 -1.372910 -4.805084
C3 0.340902 -2.287650 -5.813292
C4 -0.429413 -3.263885 -5.204156
C5 -1.037291 -4.480771 -5.808426
N1 -0.556077 -2.932249 -3.908906
N2 0.085558 -1.783798 -3.669425
B1 -1.335802 -3.648827 -2.800756
N3 -0.397734 -4.267682 -1.757737
N4 0.256423 -3.498281 -0.877634
C6 0.841580 -4.282268 0.017419
C7 1.612499 -3.722596 1.150792
C8 0.557542 -5.613273 -0.295787
C9 -0.247531 -5.562748 -1.422095
C10 -0.859972 -6.696152 -2.168183
N5 -2.237875 -2.632263 -2.093040
N6 -1.793564 -1.580493 -1.383408
C11 -2.848374 -0.990062 -0.825622
C12 -2.742512 0.188199 0.075931
C13 -4.005708 -1.674523 -1.196177
C14 -3.573564 -2.711130 -2.003019
C15 -4.388756 -3.737533 -2.703613
H1 1.853762 0.016172 -5.871333
H2 2.268583 -0.176268 -4.151780
H3 0.836749 0.731820 -4.606917
H4 0.636580 -2.245546 -6.843800
H5 -0.777873 -4.546077 -6.861877
H6 -2.121158 -4.449732 -5.713257
H7 -0.680731 -5.372184 -5.295980
H8 -1.982118 -4.514695 -3.274503
H9 1.464771 -2.644688 1.166186
H10 2.675765 -3.948575 1.074101
H11 1.251151 -4.141883 2.087966
H12 0.856311 -6.488431 0.245638
H13 -0.516672 -7.645603 -1.764129
H14 -0.585552 -6.649805 -3.220542
H15 -1.947661 -6.661095 -2.101728
H16 -1.884926 0.797038 -0.207858
H17 -2.598403 -0.142071 1.106807
H18 -3.643308 0.800879 0.038149
H19 -5.018600 -1.453568 -0.919717
H20 -5.444538 -3.551504 -2.535185
H21 -4.150960 -4.735172 -2.342214
H22 -4.186672 -3.715695 -3.772492
Se1 2.459985 1.398977 5.135002
P1 0.607444 1.903704 4.308206
C16 -0.858872 1.235893 5.158415
C17 -0.693763 0.604973 6.381048
C18 -1.770008 -0.019484 6.987912
C19 -3.009907 -0.012272 6.372574
C20 -3.179831 0.631632 5.156404
C21 -2.107712 1.253413 4.543510
C22 0.391953 3.709599 4.197450
C23 -0.720906 4.366194 4.706793
C24 -0.820130 5.739941 4.578454
C25 0.190414 6.455692 3.955755
C26 1.314711 5.802742 3.475070
C27 1.418062 4.430645 3.600728
C28 0.385220 1.187111 2.682107
C29 0.397001 1.351806 1.291524
N7 0.316149 0.097069 0.791448
N8 0.274380 -0.756839 1.780632
N9 0.319644 -0.135329 2.914264
P2 0.273519 2.668883 0.088651
Se2 0.624285 2.064844 -1.912205
C30 -1.387483 3.402939 0.265112
C31 -2.177586 3.534235 -0.869123
C32 -3.480539 3.985593 -0.761799
C33 -3.999726 4.311302 0.481349
C34 -3.208894 4.187759 1.612831
C35 -1.906490 3.733256 1.510515
C36 1.549204 3.914645 0.412971
C37 2.838810 3.417889 0.577740
C38 3.919408 4.275414 0.533365
C39 3.711157 5.630314 0.324376
C40 2.426224 6.128582 0.182824
C41 1.338003 5.271993 0.211516
H23 0.286944 0.590921 6.837652
H24 -1.635187 -0.524968 7.932199
H25 -3.844337 -0.522919 6.830607
H26 -4.147862 0.636795 4.676754
H27 -2.237981 1.736813 3.583688
H28 -1.500272 3.801395 5.197714
H29 -1.685353 6.255342 4.970083
H30 0.109943 7.530396 3.862873
H31 2.109590 6.365126 3.006993
H32 2.300659 3.907757 3.258757
H33 -1.772324 3.252299 -1.833098
H34 -4.094338 4.060185 -1.647663
H35 -5.016559 4.668558 0.563296
H36 -3.611526 4.442936 2.581394
H37 -1.295706 3.621786 2.394623
H38 2.975921 2.352012 0.721758
H39 4.922167 3.891399 0.643555
H40 4.557771 6.295057 0.250200
H41 2.274143 7.187326 0.029771
H42 0.333116 5.648401 0.066021
N10 3.430724 -0.503125 -1.209802
C42 4.546341 -1.368906 -0.856323
C43 4.867523 -2.391267 -1.943284
C44 3.804745 -3.470454 -2.149664
N11 2.575569 -2.935190 -2.723957
H43 3.633239 -0.042478 -2.093963
H44 3.356136 0.230083 -0.512807
H45 4.291424 -1.897800 0.064418
H46 5.459915 -0.780196 -0.668066
H47 5.793125 -2.887609 -1.649214
H48 5.059125 -1.880835 -2.891742
H49 3.553312 -3.931684 -1.192469
H50 4.235713 -4.259453 -2.790936
H51 1.914979 -3.693970 -2.852943
H52 2.773933 -2.557073 -3.646750

Atomic forces in eV per Å
Sn 0.103 0.030 -0.281
C -0.114 0.122 0.166
C -0.121 -0.201 0.125
C -0.083 -0.146 -0.012
C 0.146 -0.012 -0.347
C -0.036 0.031 0.177
N -0.084 -0.327 -0.532
N 0.082 0.529 0.147
B 0.111 0.264 0.135
N -0.135 -0.558 -0.123
N 0.223 0.422 0.389
C -0.065 -0.159 -0.186
C 0.102 0.146 -0.045
C -0.255 -0.006 -0.234
C 0.340 -0.313 0.294
C -0.096 0.134 -0.114
N -0.554 -0.386 -0.235
N 0.467 0.552 0.366
C -0.052 -0.051 -0.059
C 0.216 0.047 0.002
C 0.050 -0.229 -0.176
C -0.425 0.265 0.192
C 0.120 -0.093 -0.023
H 0.045 0.017 -0.004
H 0.113 0.073 -0.007
H 0.061 0.070 -0.050
H 0.019 0.000 -0.168
H 0.022 -0.006 -0.014
H -0.079 -0.092 -0.048
H -0.037 -0.147 -0.072
H -0.191 -0.185 -0.168
H 0.111 -0.023 0.297
H 0.071 -0.037 -0.034
H -0.005 0.106 0.092
H 0.071 -0.186 0.074
H 0.022 0.025 0.048
H -0.054 -0.085 -0.090
H -0.022 -0.056 -0.048
H -0.171 -0.040 0.044
H 0.066 0.044 0.040
H 0.000 -0.029 -0.074
H -0.137 0.060 0.038
H -0.082 0.042 0.001
H -0.035 -0.137 0.001
H -0.093 -0.051 -0.100
Se 0.241 0.044 0.185
P -0.152 0.608 0.098
C 0.246 0.076 0.013
C 0.085 0.115 -0.004
C -0.103 -0.020 0.030
C 0.002 -0.063 0.054
C -0.083 0.077 -0.101
C 0.063 0.056 0.100
C 0.029 -0.421 0.063
C 0.023 -0.080 0.003
C -0.080 0.129 0.033
C -0.012 0.101 0.018
C 0.001 0.125 0.034
C 0.042 -0.029 0.037
C 0.079 -0.063 -0.034
C -0.046 0.107 0.228
N -0.086 0.469 -0.249
N -0.052 -0.627 -0.415
N -0.105 -0.208 0.426
P -0.021 0.482 0.077
Se -0.002 -0.294 -0.178
C 0.248 -0.076 -0.139
C 0.059 0.004 -0.154
C -0.111 0.020 0.056
C 0.007 0.043 -0.116
C -0.037 0.067 0.147
C 0.120 -0.071 -0.057
C -0.145 -0.201 -0.080
C -0.109 -0.052 0.092
C 0.041 -0.035 0.038
C -0.005 0.065 -0.015
C 0.006 0.075 -0.078
C -0.109 -0.196 0.037
H 0.051 -0.032 -0.010
H 0.008 -0.044 0.088
H -0.075 -0.011 0.057
H -0.078 -0.009 -0.040
H -0.010 -0.033 -0.098
H -0.083 0.005 0.040
H -0.057 0.042 0.038
H -0.010 0.038 -0.009
H 0.045 0.001 -0.005
H 0.052 0.029 0.001
H -0.012 0.017 0.032
H -0.040 0.051 -0.054
H -0.063 -0.012 0.043
H -0.022 0.029 0.133
H -0.018 0.044 0.038
H 0.086 0.019 0.039
H 0.087 -0.042 0.033
H 0.085 0.107 0.066
H -0.025 0.070 -0.030
H -0.014 0.027 0.014
N 0.279 0.271 0.047
C 0.444 -0.021 -0.156
C -0.346 -0.148 0.338
C 0.329 -0.078 -0.205
N 0.094 -0.063 -0.134
H -0.120 0.082 0.100
H -0.148 0.113 -0.089
H 0.027 0.004 0.071
H -0.077 -0.209 0.104
H 0.099 -0.021 -0.105
H 0.046 0.047 -0.073
H 0.033 -0.009 0.053
H -0.020 0.075 0.215
H -0.096 0.045 -0.102
H -0.123 -0.039 0.026

Properties
HOMO-LUMO gap = 7.51 eV
relative energy (zero: lowest compared OMol25 entry of this formula, charge and spin) = 0.490 eV
strongest force on any atom = 0.8 eV/Å
energy = -218645.790 eV
spin multiplicity = 1
charge = 0
highest occupied orbital energy = -7.008 eV

Record 3
C3H5F3Se as an isolated structure at a distorted geometry. Source: OMol25; level of theory: ωB97M-V with the def2-TZVPD basis set.

Positions of all 12 atoms, in Å:
C1 -0.670036 -1.415823 0.580256
C2 0.747244 0.732436 1.529322
C3 -0.172838 1.091437 -1.648659
F1 -1.211714 0.439108 -2.263772
F2 0.513711 1.885655 -2.566185
F3 0.776537 0.074202 -1.400290
Se1 -0.633785 0.503761 0.476314
H1 -0.794445 -1.602528 1.661989
H2 -1.399567 -1.767219 -0.209948
H3 0.431613 -1.580215 0.273242
H4 1.548873 -0.003918 1.557488
H5 0.864406 1.643105 2.010243

Atomic forces in eV per Å
C 2.124 -0.122 -1.907
C -0.146 -1.747 -0.598
C 1.339 -0.930 -0.682
F 0.593 0.584 -0.507
F -1.595 -0.786 1.163
F 0.642 -0.263 -1.604
Se -1.450 2.402 2.720
H -0.436 -0.208 -0.938
H 0.871 -0.019 1.368
H -1.949 -0.665 0.474
H -0.274 0.140 -0.013
H 0.280 1.613 0.524

Properties
HOMO-LUMO gap = 7.49 eV
relative energy (zero: lowest compared OMol25 entry of this formula, charge and spin) = 4.652 eV
strongest force on any atom = 3.9 eV/Å
energy = -76685.883 eV
spin multiplicity = 1
charge = 0
highest occupied orbital energy = -8.085 eV